DFT (ωB97M-V/def2-TZVPD) results for a single C2H3BrClN molecule.

```
8
Properties=species:S:1:pos:R:3:forces:R:3
Cl 0.97071 1.73276 0.83106 0.7 0.5 0.0
C 0.40744 0.54751 -0.26048 -3.5 -0.3 0.6
Br 0.37561 1.13314 -2.11136 -0.1 -0.7 1.1
C 0.19602 -0.81061 0.28369 -1.1 3.0 1.1
N -1.09106 -0.07263 0.50954 5.4 1.4 1.3
H 0.23142 -1.62466 -0.34825 0.3 -1.8 -1.0
H 0.67545 -0.75828 1.24802 0.4 -1.3 0.1
H -1.76560 -0.14724 -0.15221 -2.1 -0.8 -3.2
```
Forces are in eV/Å.

Output
**Energy above the lowest of the compared OMol25 structures with the same formula, charge and spin**: 35.7 kcal/mol
**Frontier orbital gap**: 9.9701 eV
**E_HOMO**: -9.5 eV
**SMILES string**: Cl[C@@]1(Br)CN1
**Molecular weight**: 156.41 g/mol

These are the Mulliken partial charges, in e, on atoms 1 to 5: number 1, Cl, carries -0.146; number 2, C, carries 0.294; number 3, Br, carries -0.085; number 4, C, carries -0.342; number 5, N, carries -0.532